C3H5NO2 | ωB97M-V/def2-TZVPD

Computed properties:
Total energy   -322.47291 Eh
E_LUMO   0.9860 eV
Kohn-Sham gap   10.8 eV
Energy above the lowest of the compared OMol25 structures with the same formula, charge and spin   266.3 kJ/mol
HOMO level   -0.3614 Eh

CARTESIAN COORDINATES (ANGSTROEM)
N  0.606  -0.894  -0.698
C  -0.657  -0.151  -0.922
O  -0.302  1.191  -0.720
C  0.364  1.060  0.549
C  0.245  -0.460  0.658
O  -1.198  -0.594  0.328
H  0.372  -1.888  -0.727
H  -1.245  -0.276  -1.830
H  -0.207  1.544  1.344
H  1.379  1.461  0.494
H  0.642  -0.992  1.525